# 1
A 10-piece molecular cluster, C14H48N14O10 overall in a non-equilibrium geometry. Source: the Open Molecules 2025 dataset; level of theory: the ωB97M-V functional and the def2-TZVPD basis.

Last column: Löwdin charge in e.
CARTESIAN COORDINATES (ANGSTROEM)
N1 1.1835 -2.9200 -1.9324  0.196
C1 1.3582 -2.0242 -2.9316  -0.674
N2 0.4905 -2.2319 -3.9569  0.194
O1 2.2406 -1.2009 -2.9735  0.014
H1 1.6246 -2.7641 -1.0615  0.038
H2 0.2129 -3.1521 -1.6734  0.097
H3 -0.2760 -2.8350 -3.9068  0.075
H4 0.4835 -1.6413 -4.7396  0.095
N3 -3.5444 -0.1036 3.8825  0.181
C2 -3.0055 0.9045 3.0992  -0.575
N4 -3.8626 1.8942 2.6037  0.132
O2 -1.8222 0.8913 2.7192  -0.017
H5 -2.8980 -0.8001 4.2007  0.051
H6 -4.5176 -0.2243 4.0524  0.092
H7 -4.6128 2.2294 3.1660  0.081
H8 -3.2907 2.6774 2.1823  0.091
N5 0.0090 0.9980 -2.8190  0.171
C3 0.2963 2.3102 -2.7756  -0.680
N6 1.2268 2.7489 -3.6712  0.153
O3 -0.3081 3.0573 -2.0350  0.011
H9 0.7740 0.3433 -2.9165  0.056
H10 -0.7946 0.6836 -2.2689  0.058
H11 1.7869 2.0760 -4.1815  0.091
H12 1.8207 3.6295 -3.4987  0.120
N7 3.9294 -4.3890 1.8198  0.164
C4 3.2429 -3.5094 1.0784  -0.647
N8 4.0618 -2.9384 0.0826  0.141
O4 2.0475 -3.3200 1.2047  0.008
H13 4.9187 -4.4516 1.8167  0.093
H14 3.4104 -5.0080 2.4139  0.109
H15 4.0035 -1.8891 -0.0460  0.074
H16 5.0614 -3.0719 0.2799  0.093
N9 4.8656 4.2273 -0.4010  0.149
C5 4.2725 3.8150 -1.6007  -0.651
N10 4.5861 2.5628 -1.9855  0.176
O5 3.4831 4.5142 -2.2210  0.027
H17 5.8247 4.1165 -0.3071  0.063
H18 4.6724 5.2122 -0.3103  0.095
H19 4.7157 1.8282 -1.3074  0.080
H20 4.0012 2.1907 -2.6666  0.067
N11 0.1388 -1.4036 3.3131  0.192
C6 -0.5586 -2.4687 3.7704  -0.623
N12 -0.1256 -3.7673 3.4621  0.153
O6 -1.6256 -2.3647 4.4045  -0.027
H21 0.8965 -1.5580 2.6144  0.095
H22 -0.4970 -0.6893 3.2481  0.022
H23 0.6676 -3.9726 2.8820  0.049
H24 -0.6440 -4.4496 3.9798  0.089
N13 -2.6476 2.2375 -0.6992  0.174
C7 -3.1214 1.0681 -1.1645  -0.598
N14 -4.3692 0.7067 -0.6712  0.131
O7 -2.4968 0.3023 -1.9537  -0.050
H25 -1.7382 2.5933 -1.1263  0.081
H26 -3.2739 2.9384 -0.2691  0.116
H27 -4.6669 -0.2597 -0.9248  0.108
H28 -4.7876 1.2715 0.1514  0.123
C8 -3.0340 -4.4299 -1.5081  -0.080
C9 -2.9687 -2.9863 -1.1361  -0.468
C10 -2.3764 -2.6887 0.2436  -0.041
O8 -2.0932 -2.3876 -2.1594  -0.120
H29 -3.4618 -5.0352 -0.6996  0.072
H30 -2.0681 -5.0028 -1.7421  0.105
H31 -3.7289 -4.5617 -2.3913  0.093
H32 -3.9351 -2.4908 -1.1475  0.118
H33 -2.9065 -3.2436 1.0386  0.094
H34 -2.4180 -1.6551 0.4253  0.047
H35 -1.3450 -2.9978 0.2765  0.065
H36 -2.2524 -1.4017 -2.2331  0.052
C11 -1.5466 5.7350 1.1927  -0.053
C12 -0.7451 4.4037 1.3785  -0.308
O9 -1.3733 3.4446 2.1803  -0.126
H37 -2.4236 5.5073 0.5534  0.069
H38 -0.9783 6.5311 0.8151  0.046
H39 -1.9512 6.0299 2.1800  0.076
H40 0.2675 4.5494 1.8453  0.122
H41 -0.5830 3.9312 0.4510  0.062
H42 -1.1070 2.5220 2.0215  0.052
C13 1.4330 0.0708 0.4035  -0.072
C14 2.8622 0.4983 0.3123  -0.256
O10 3.6160 -0.2799 -0.6936  -0.163
H43 0.8753 0.3942 -0.5101  0.075
H44 0.8459 0.4629 1.2388  0.072
H45 1.2989 -1.0351 0.4196  0.061
H46 3.4064 0.3207 1.2079  0.102
H47 2.9304 1.5604 0.0649  0.098
H48 2.9380 -0.3854 -1.4593  0.078

Force components x, y, z for each atom (eV/Å):
N -1.6370 -0.8261 1.1242
C -1.6921 -1.7421 -0.6073
N 0.8530 0.5002 0.0867
O 1.3954 1.7973 0.0264
H 1.2051 0.4101 0.6778
H 0.3834 0.0769 -0.9277
H -1.0789 -0.9721 0.5718
H 0.2996 0.9620 -0.7693
N 0.8957 1.7509 -0.9312
C -0.2364 -0.6690 -0.4508
N 1.4723 0.5497 -0.7857
O -0.8576 -0.4653 0.6831
H 0.3786 -0.6441 0.1528
H -0.3457 0.1894 -0.0347
H -0.3988 -0.0430 0.5339
H -0.6457 -1.1114 0.8241
N 0.3344 -1.2620 -0.0475
C 0.4809 -0.2613 -0.4704
N 2.4460 1.8298 -0.2554
O -0.7098 1.4907 0.8628
H -0.0719 0.0711 -0.3456
H 0.1657 0.1796 -0.2750
H -0.5221 -0.1635 0.1251
H -1.7085 -1.7077 0.2095
N -0.5320 -0.9591 1.0394
C 1.5945 0.6005 -1.3893
N 0.5199 1.5197 0.8824
O -0.6344 0.3219 -0.0376
H 0.4588 -0.0915 -0.1027
H 0.0353 -0.0076 0.1616
H -0.8822 -1.2010 -0.2808
H -0.6307 -0.4122 -0.2282
N -2.0292 0.9607 -0.6223
C -0.5535 0.5681 0.3798
N 1.0662 -0.9445 0.8002
O 0.3421 -0.0025 0.1977
H 2.0119 -0.8582 0.0562
H -0.2651 0.1889 0.2614
H 0.4596 0.2228 0.4862
H -1.1026 -0.2944 -1.6753
N 2.2858 -2.7325 -0.2459
C -0.7990 -2.3400 -0.1340
N -0.3269 1.8186 0.6081
O 0.9271 0.4676 -0.3342
H -1.2285 0.3012 0.8077
H -1.2301 2.9583 -0.6661
H 0.0900 0.0256 -0.0659
H 0.1533 -0.3639 -0.1834
N 0.9151 1.1674 -0.4959
C -0.6882 -1.0360 0.1908
N -0.2655 0.3329 0.6775
O -0.9756 1.2426 1.2491
H -1.1101 -0.4031 0.3781
H 0.6708 -1.0053 -0.4860
H 0.1775 1.5336 0.6690
H 1.0364 -1.8557 -1.9540
C -0.6365 -2.1403 -0.8625
C 2.1710 1.1069 -0.3488
C -0.4546 -1.7731 -0.2565
O -0.7010 0.5311 0.3028
H -0.1751 0.2295 0.0039
H -0.9814 1.4793 0.2304
H 0.8972 0.0772 0.8074
H -0.4394 -0.2171 -0.4094
H 0.0975 0.3371 -0.2641
H -0.0804 1.4646 0.4064
H 0.5272 -0.1807 0.0214
H -0.0057 -1.1351 0.4580
C -1.3290 -2.7069 1.5634
C 1.4598 0.7782 0.6493
O -1.5635 0.1825 0.8511
H 0.4771 0.3636 0.1489
H 0.8855 0.8733 -0.7216
H 0.2166 -0.0362 -0.3926
H -0.6876 0.5511 -0.5461
H 0.4255 -0.0902 -1.5760
H -0.0262 0.3261 -0.0572
C -1.5875 -0.8120 -1.0842
C 0.7165 -0.3359 -0.9435
O -2.4391 1.0861 -0.8122
H 0.4283 -0.1042 0.5962
H 0.4228 0.2155 0.0817
H 0.4017 0.6171 0.1682
H 0.3589 -0.0088 0.9918
H 0.0038 0.0247 0.0559
H 1.7212 -0.3663 1.0165

Structure (SMILES) ... NC(N)=O.NC(N)=O.NC(N)=O.NC(N)=O.NC(N)=O.NC(N)=O.NC(N)=O.CC(C)O.CCO.CCO
Frontier orbital gap ... 9.9 eV
Highest occupied orbital energy ... -9.42 eV
Relative energy (zero: lowest compared OMol25 entry of this formula, charge and spin) ... 26.9 kJ/mol
Total energy ... -2081.50251 a.u.

=====

# 2
C30H50Cl3HoN4O4Si as an isolated structure in a non-equilibrium geometry. Source: the Open Molecules 2025 dataset; level of theory: the ωB97M-V functional and the def2-TZVPD basis.

Last column: Löwdin spin population.
CARTESIAN COORDINATES (ANGSTROEM)
C1 -3.0741 4.5931 -0.8330  0.000
C2 -3.3380 3.1586 -0.3886  0.000
H1 -3.9984 5.1659 -0.6998  0.000
H2 -2.7167 4.6773 -1.8691  0.000
H3 -2.2874 4.9713 -0.1758  0.000
C3 -4.6333 2.7073 -0.0931  0.000
C4 -5.8615 3.3304 -0.6097  0.000
H4 -4.7132 1.8575 0.5828  0.000
H5 -5.7595 3.6704 -1.6554  0.000
H6 -6.1648 4.1856 0.0102  0.000
H7 -6.6754 2.5979 -0.5720  0.000
Ho1 1.2456 -0.1589 -1.6937  4.029
Cl1 1.4171 1.4917 0.2976  -0.007
Cl2 2.6719 -0.3806 -3.7614  -0.007
H8 5.7287 -2.7651 -1.5720  0.000
H9 7.0365 -0.5815 -0.5742  0.000
C5 5.0658 -2.0238 -2.0282  0.000
C6 6.2713 -0.0383 -1.1442  0.000
N1 5.0348 -0.8084 -1.2239  0.000
H10 4.0601 -2.4346 -2.1010  0.000
C7 3.9740 -0.4791 -0.5099  0.000
O1 2.8938 -1.1402 -0.5129  -0.004
H11 6.0503 0.9016 -0.6290  0.000
H12 4.0308 0.4724 0.0464  0.000
H13 5.4111 -1.7685 -3.0317  0.000
H14 6.6443 0.1723 -2.1539  0.000
H15 -2.7211 2.0816 -3.3199  0.000
H16 -4.8314 0.4306 -1.8050  0.000
C8 -2.7980 1.1264 -3.8567  0.000
C9 -4.4827 -0.2273 -2.6147  0.000
N2 -3.0789 0.0270 -2.9304  0.000
H17 -1.8646 0.9432 -4.3923  0.000
C10 -2.1407 -0.7418 -2.3838  0.000
O2 -0.8936 -0.6134 -2.5957  -0.004
H18 -4.5836 -1.2744 -2.2935  0.000
H19 -2.5284 -1.5381 -1.7187  0.000
H20 -3.6384 1.1891 -4.5526  0.000
H21 -5.0900 -0.0478 -3.5081  0.000
O3 -2.4502 2.2875 -1.0980  0.000
C11 -2.1698 2.3226 0.3076  0.000
C12 -3.0284 -0.0178 0.7014  0.000
C13 -2.3718 1.1392 1.1581  0.000
H22 -3.3170 -0.0606 -0.3489  0.000
C14 -3.2737 -1.1021 1.5397  0.000
H23 -1.2625 2.8880 0.5272  0.000
C15 -1.9035 1.1121 2.5082  0.000
H24 -3.7552 -1.9918 1.1375  0.000
C16 -2.8960 -1.0697 2.8827  0.000
C17 -2.2115 0.0536 3.3575  0.000
H25 -1.2800 1.9321 2.8920  0.000
H26 -3.1372 -1.9050 3.5470  0.000
H27 -1.8971 0.0757 4.4050  0.000
Si1 1.5241 3.4631 -3.4045  0.000
Cl3 0.0567 1.9751 -2.4780  -0.004
C18 1.7661 2.8329 -5.1408  0.000
C19 3.1007 3.2979 -2.4376  0.000
C20 0.9664 5.2288 -3.4505  0.000
H28 1.2238 1.8977 -5.3440  0.000
H29 2.8354 2.6429 -5.3398  0.000
H30 1.4416 3.6043 -5.8599  0.000
H31 0.1348 5.3652 -4.1574  0.000
H32 1.8174 5.8442 -3.8027  0.000
H33 0.6655 5.6009 -2.4600  0.000
H34 2.9597 2.8632 -1.4357  0.000
H35 3.5487 4.3000 -2.3165  0.000
H36 3.8492 2.6824 -2.9729  0.000
C21 2.0402 -2.4465 6.4325  0.000
C22 1.2023 -3.5135 5.7754  0.000
N3 1.1557 -3.4271 4.2974  0.000
C23 2.3648 -3.9361 3.6073  0.000
C24 2.4952 -5.4411 3.7359  0.000
C25 0.4158 -2.3967 3.7395  0.000
O4 -0.0709 -1.5126 4.4325  0.000
C26 0.1680 -2.5211 2.2621  0.000
C27 -0.3590 -3.7199 1.7596  0.000
C28 -0.6146 -3.8148 0.3964  0.000
C29 -0.3088 -2.7127 -0.4095  0.000
N4 0.1926 -1.5630 0.0699  -0.004
C30 0.3887 -1.4495 1.4023  0.000
H37 3.0748 -2.4794 6.0776  0.000
H38 2.0361 -2.6130 7.5131  0.000
H39 1.6081 -1.4611 6.2269  0.000
H40 1.5875 -4.5143 5.9942  0.000
H41 0.1647 -3.4352 6.1194  0.000
H42 2.3151 -3.6456 2.5511  0.000
H43 3.2484 -3.4435 4.0487  0.000
H44 1.6137 -5.9434 3.3233  0.000
H45 3.3718 -5.7667 3.1689  0.000
H46 2.6274 -5.7459 4.7777  0.000
H47 -0.5595 -4.5428 2.4408  0.000
H48 -1.0334 -4.7093 -0.0665  0.000
H49 -0.4658 -2.7530 -1.4885  0.000
H50 0.7430 -0.4841 1.7620  0.000

Force components x, y, z for each atom (eV/Å):
C -0.0909 -0.1740 0.6012
C -0.2695 -0.3230 1.2992
H 0.3517 0.1262 -0.0520
H -0.1762 -0.1750 0.1446
H -0.0741 0.3941 -0.1188
C 0.0839 -0.7491 0.3307
C -0.3366 0.3056 -0.0392
H -0.2072 0.2244 -0.1375
H -0.2621 0.0451 0.1405
H -0.4773 0.3174 -0.2543
H -0.1441 0.1825 -0.1177
Ho -1.5602 -0.2800 1.0160
Cl 0.4909 -0.0764 0.0312
Cl 0.1727 0.0148 -0.1158
H 0.0160 0.1301 -0.0403
H -0.1683 0.0568 -0.1938
C -0.1586 -0.0780 -0.0712
C -0.1476 0.1871 0.1660
N 0.1430 -0.2115 0.3538
H 0.1690 0.0915 0.0195
C -0.4974 -0.2460 -0.3319
O 1.3681 0.3159 -0.1008
H 0.1719 -0.1144 -0.1474
H 0.0210 -0.3249 -0.0197
H 0.0020 -0.0707 0.1085
H -0.1276 -0.0448 0.2523
H -0.0346 -0.3903 0.0641
H 0.1598 0.1872 -0.1141
C 0.0183 0.1976 0.1337
C -0.1420 -0.1947 0.2928
N 0.5992 -0.8119 0.0540
H -0.1518 -0.0849 0.0988
C 0.2496 0.8657 -0.6137
O -0.6677 -0.5308 0.3743
H -0.1023 0.3257 -0.1469
H 0.2206 0.3229 -0.3126
H 0.1973 -0.0920 -0.0060
H 0.1534 -0.1598 0.1811
O 1.7141 -1.8034 -0.8617
C -0.2282 1.2747 -0.6262
C 0.2936 0.0647 -0.0544
C 0.2286 -0.4980 0.5328
H -0.1331 0.2366 0.5415
C 0.2352 0.0136 0.0546
H -0.0059 -0.0990 0.1075
C -0.2243 0.2505 -0.5527
H -0.0466 0.1145 0.0462
C -0.1007 0.1772 -0.0848
C -0.1078 -0.0831 0.0640
H -0.4435 -0.2265 -0.2452
H 0.1369 0.3008 -0.1987
H -0.0647 0.0711 -0.5174
Si 0.0847 -1.0630 0.0146
Cl 0.6154 2.7611 -1.4520
C -0.0125 -0.0098 -0.5359
C 0.6571 -0.1010 0.3625
C -0.5092 0.2050 0.2676
H 0.1763 0.3256 0.0640
H -0.3990 0.0169 0.1804
H -0.0089 -0.3166 0.1877
H 0.1869 0.0137 0.2742
H -0.2840 -0.3836 0.1257
H 0.0380 -0.0538 -0.3136
H -0.0267 0.2525 -0.2481
H -0.1842 -0.3037 0.0460
H -0.4711 0.1679 0.1402
C 0.0892 0.3209 0.1586
C -0.4375 -0.0551 -0.7641
N 0.3852 0.1234 -0.1939
C -0.4517 0.2387 0.2367
C 0.1148 -0.1051 -0.2134
C 0.1531 0.1675 1.1378
O 0.2718 -0.7233 -0.6908
C -0.3100 -0.0546 -0.1851
C 0.2125 0.4194 -0.2751
C 0.0495 0.3393 -0.2018
C 0.0568 -0.2148 0.5022
N -0.1759 -0.4776 0.2408
C -0.1450 -0.2886 -0.3731
H -0.0724 0.0767 0.1102
H 0.1130 0.0815 -0.0682
H 0.2052 -0.2042 0.0618
H -0.2198 0.1943 0.1594
H 0.2265 -0.1273 0.0044
H 0.0292 -0.0441 0.2859
H -0.1920 -0.1042 -0.2025
H 0.1210 0.0505 0.1062
H -0.0590 -0.0876 0.1099
H -0.0067 -0.0568 -0.2143
H 0.0352 0.1034 -0.1331
H 0.1227 0.2415 0.2413
H 0.0220 -0.0221 0.2243
H -0.0461 -0.2549 -0.1118

Frontier orbital gap (alpha / beta) ... 3.2 / 3.2 eV
Highest occupied orbital energy (alpha / beta) ... -3.28 / -3.29 eV
Spin multiplicity ... 5
Total energy ... -4311.35333 a.u.

=====

# 3
CH3BrClN as an isolated structure in a non-equilibrium geometry. Source: the Open Molecules 2025 dataset; level of theory: the ωB97M-V functional and the def2-TZVPD basis.

Last column: Löwdin charge in e.
CARTESIAN COORDINATES (ANGSTROEM)
C1 -1.2875 -0.2776 0.0349  0.078
N1 1.2124 0.2775 -0.6339  -0.935
Cl1 1.5805 1.8021 0.2713  0.351
Br1 2.0726 -1.1091 0.0701  0.604
H1 -1.8465 0.2346 -0.6730  -0.023
H2 -0.6122 -1.0450 -0.1511  -0.101
H3 -1.1193 0.1174 1.0818  0.027

Force components x, y, z for each atom (eV/Å):
C 1.2430 0.8679 3.3539
N -0.5545 2.4915 0.0651
Cl -0.2419 -1.3413 -0.6937
Br 0.8029 -1.0245 0.6540
H -0.8786 0.6706 -1.0947
H 0.3243 -1.4527 -0.8332
H -0.6953 -0.2114 -1.4513

Frontier orbital gap (alpha / beta) ... 9.4 / 7.3 eV
Highest occupied orbital energy (alpha / beta) ... -9.88 / -8.83 eV
Relative energy (zero: lowest compared OMol25 entry of this formula, charge and spin) ... 530.9 kJ/mol
Total energy ... -3128.66102 a.u.

=====

# 4
A 3-piece molecular cluster, C3H14N2O2 overall in a non-equilibrium geometry. Source: the Open Molecules 2025 dataset; level of theory: the ωB97M-V functional and the def2-TZVPD basis.

Last column: Löwdin charge in e.
CARTESIAN COORDINATES (ANGSTROEM)
N1 2.1654 -0.2577 0.0452  0.002
C1 1.0230 -0.9382 0.5987  -0.299
C2 -0.2442 -0.7643 -0.2550  -0.209
C3 -1.4619 -1.3700 0.4214  -0.287
N2 -2.1463 -0.3994 1.3155  -0.006
H1 2.5896 -0.4832 -0.8302  0.065
H2 2.4201 0.5829 0.5123  0.055
H3 1.2494 -1.9904 0.7439  0.105
H4 0.8060 -0.5020 1.5755  0.108
H5 -0.0404 -1.1807 -1.2440  0.110
H6 -0.4116 0.2978 -0.4575  0.091
H7 -2.2118 -1.5450 -0.3079  0.088
H8 -1.1900 -2.3417 0.8446  0.110
H9 -1.4214 -0.0205 1.9348  0.051
H10 -2.6415 -0.9650 2.0038  0.068
O1 -0.9436 2.7290 1.1431  -0.069
H11 -0.3672 2.0809 0.7102  0.005
H12 -1.6298 2.0928 1.3980  0.014
O2 1.7698 1.4117 -3.2492  -0.066
H13 1.4001 1.4723 -4.1367  0.033
H14 1.2863 2.0907 -2.7665  0.031

Force components x, y, z for each atom (eV/Å):
N -0.0646 0.0222 0.9491
C -0.1860 0.6366 -0.7998
C 0.3784 -0.1204 0.1559
C -0.1530 0.5868 -0.5669
N 1.2212 -0.5682 1.2578
H -0.1843 0.0156 -0.1510
H 0.3794 0.3068 -0.2650
H -0.1888 -0.3229 0.0779
H 0.2763 -0.0944 0.1806
H -0.2139 -0.2832 0.0472
H -0.0321 0.0342 0.1568
H -0.5771 -0.5890 -0.9569
H -0.0568 0.1201 0.4180
H -0.0382 0.1644 -0.2069
H -0.5211 0.1498 -0.2242
O 0.0243 -1.0955 -0.0646
H 0.3442 0.5656 -0.1315
H -0.4159 0.5052 0.1083
O -0.1790 0.1217 -0.1024
H 0.1047 -0.1010 -0.0206
H 0.0822 -0.0547 0.1383

Structure (SMILES) ... NCCCN.O.O
Frontier orbital gap ... 9.5 eV
Highest occupied orbital energy ... -8.73 eV
Relative energy (zero: lowest compared OMol25 entry of this formula, charge and spin) ... 106.6 kJ/mol
Total energy ... -382.65916 a.u.